{
  "formula": "C3H13N2O",
  "method": "wB97M-V/def2-TZVPD",
  "de_lowest_kcal_mol": 55.7,
  "total_energy_ha": -306.54692,
  "homo_ev": -13.19,
  "total_charge": 1,
  "orbital_gap_ev": 9.958,
  "symbols": ["O", "N", "N", "C", "C", "C", "H", "H", "H", "H", "H", "H", "H", "H", "H", "H", "H", "H", "H"],
  "coordinates": [[1.330, -1.850, -1.672], [-0.021, 0.812, 1.355], [-0.703, -1.390, -0.135], [-1.095, 0.049, -0.762], [-1.172, 1.081, 0.447], [1.322, 1.486, 1.109], [-1.147, -2.053, -0.846], [1.582, -2.058, -2.533], [-2.185, 0.807, 0.780], [1.247, 2.330, 0.407], [-0.121, 0.917, 2.373], [1.616, 2.023, 2.107], [-1.301, 2.046, 0.003], [1.663, -2.649, -1.119], [-2.104, -0.033, -1.292], [-0.422, 0.438, -1.520], [-0.791, -1.442, 0.863], [1.987, 0.841, 0.653], [0.314, -1.354, -0.218]]
}

***

{
  "formula": "C3H3NO4",
  "method": "wB97M-V/def2-TZVPD",
  "de_lowest_kcal_mol": 142.1,
  "total_energy_ha": -471.64678,
  "smiles": "O=CNC(=O)C(=O)O",
  "homo_ev": -10.76,
  "orbital_gap_ev": 9.353,
  "symbols": ["O", "O", "O", "O", "N", "C", "C", "C", "H", "H", "H"],
  "coordinates": [[-1.484, 1.464, 0.551], [1.209, -0.797, 1.367], [-0.082, -1.519, -0.734], [-2.220, -1.003, 0.148], [0.860, 0.842, -0.745], [1.659, -0.157, 0.137], [-0.564, 0.674, -0.142], [-0.935, -0.792, -0.284], [-2.508, -0.323, 0.955], [1.210, 1.792, -1.099], [2.854, -0.181, -0.155]]
}

***

{
  "formula": "C26H65ClFN5O10PS",
  "method": "wB97M-V/def2-TZVPD",
  "total_energy_ha": -3354.95764,
  "homo_ev": -9.75,
  "total_charge": 1,
  "orbital_gap_ev": 5.417,
  "symbols": ["Cl", "S", "P", "F", "O", "O", "O", "O", "O", "O", "O", "O", "O", "O", "N", "N", "N", "N", "N", "C", "C", "C", "C", "C", "C", "C", "C", "C", "C", "C", "C", "C", "C", "C", "C", "C", "C", "C", "C", "C", "C", "C", "C", "C", "C", "H", "H", "H", "H", "H", "H", "H", "H", "H", "H", "H", "H", "H", "H", "H", "H", "H", "H", "H", "H", "H", "H", "H", "H", "H", "H", "H", "H", "H", "H", "H", "H", "H", "H", "H", "H", "H", "H", "H", "H", "H", "H", "H", "H", "H", "H", "H", "H", "H", "H", "H", "H", "H", "H", "H", "H", "H", "H", "H", "H", "H", "H", "H", "H", "H"],
  "coordinates": [[4.636, 3.070, 0.338], [7.279, 3.301, -0.637], [6.596, 0.724, 0.729], [7.317, 3.762, 0.811], [5.133, 3.011, 4.804], [0.439, 3.910, -3.563], [-7.265, -3.340, -0.989], [8.408, 2.522, -0.926], [-11.337, -4.160, -2.917], [6.386, -0.624, -0.099], [6.831, 4.351, -1.450], [7.528, 1.084, 8.232], [-0.621, -1.712, -2.658], [-3.041, -4.102, 0.373], [6.405, 3.878, 7.357], [-9.544, -1.822, -2.523], [-3.596, -2.099, -1.756], [5.426, 0.593, 1.899], [5.893, 2.143, -0.457], [1.442, 4.771, -3.066], [0.918, 2.969, -4.500], [8.268, 2.283, 8.092], [7.454, 3.551, 8.322], [-1.718, -2.069, -3.489], [-3.065, -1.552, -3.000], [-4.220, -4.065, -0.433], [2.068, 0.077, -2.140], [6.887, 4.172, 6.016], [-8.151, -1.444, -2.307], [3.814, 2.901, 5.317], [4.533, 0.664, -2.093], [-7.119, -2.556, -2.162], [5.539, 1.779, -1.883], [-3.063, -3.200, 1.461], [6.851, 0.641, 7.075], [1.193, 1.189, -2.726], [-9.791, -2.515, -3.781], [-0.387, -2.599, -1.575], [-11.195, -3.078, -3.829], [3.213, 0.703, -1.294], [5.739, 4.284, 5.037], [-3.906, -3.524, -1.809], [-12.205, -3.894, -1.831], [1.847, 1.937, -3.878], [-8.174, -4.424, -1.094], [-2.186, -3.405, 2.073], [7.384, 0.920, 6.161], [7.571, 3.397, 5.640], [8.802, 2.293, 7.134], [3.803, 2.909, 6.410], [5.484, -0.969, -0.008], [0.683, -2.586, -1.358], [-9.096, -3.352, -3.936], [6.791, -0.446, 7.125], [1.441, 3.483, -5.311], [3.406, 1.950, 4.976], [-5.017, -3.496, 0.047], [6.134, 4.633, 4.077], [1.062, 5.788, -3.021], [4.466, 0.514, 1.567], [-1.521, -1.597, -4.456], [2.090, 1.213, -4.661], [-9.181, -4.135, -0.784], [-3.021, -2.156, 1.128], [-6.142, -2.075, -2.075], [-4.567, -5.096, -0.538], [8.139, 4.401, 8.390], [6.475, 1.525, -2.380], [4.271, 0.722, -3.146], [9.034, 2.248, 8.870], [-9.839, -2.416, -1.760], [-3.067, -4.107, -2.215], [3.327, 0.075, -0.408], [0.059, 2.445, -4.909], [-7.839, -0.782, -3.122], [-3.957, -3.342, 2.074], [0.927, 1.876, -1.925], [1.431, -0.547, -1.525], [7.429, 5.121, 6.033], [3.177, 3.709, 4.946], [2.466, -0.540, -2.943], [-9.660, -1.810, -4.607], [-8.206, -4.833, -2.106], [2.797, 2.396, -3.595], [-3.805, -1.705, -3.792], [-7.072, -3.201, -3.050], [-13.184, -3.556, -2.181], [-2.923, -1.940, -1.019], [-12.335, -4.825, -1.282], [0.269, 0.748, -3.096], [2.892, 1.708, -1.057], [1.717, 4.482, -2.048], [5.000, 5.012, 5.379], [5.758, 3.101, 7.311], [-11.788, -3.144, -1.151], [-11.377, -3.474, -4.832], [-4.767, -3.677, -2.460], [-11.937, -2.298, -3.637], [-2.973, -0.471, -2.860], [6.970, 3.458, 9.296], [-0.675, -3.623, -1.817], [4.965, -0.325, -1.982], [5.515, 1.317, 2.608], [-7.834, -5.206, -0.413], [-8.121, -0.850, -1.390], [5.188, 2.684, -2.372], [-1.722, -3.149, -3.670], [2.322, 4.764, -3.709], [5.827, 1.027, 7.034], [-0.911, -2.277, -0.671]]
}